Molecular formula: C3H2ClNS
Method: DFT, wB97M-V/def2-TZVPD

XYZ file:
```
8
Properties=species:S:1:pos:R:3:mulliken_charge:R:1
N 0.59 2.49 -0.25 -0.348
C 0.45 1.35 -0.06 0.091
C 0.38 -0.07 0.32 0.304
Cl 1.95 -0.82 -0.11 -0.158
C -0.79 -0.84 -0.33 -0.316
S -2.28 -0.23 -0.04 -0.139
H 0.25 -0.11 1.46 0.289
H -0.55 -1.77 -0.98 0.278
```

Calculated values
ΔE to the lowest compared entry with this formula, charge and spin, kcal/mol: 31.4
Structure (SMILES): N#C[C@H](Cl)C=S
Charge: 0
E_HOMO, eV: -9.8
LUMO, Ha: -0.050
Frontier orbital gap, eV: 8.4
E, hartree: -1028.59142